No. 1
C26H69O25PbS8 | ωB97M-V with the def2-TZVPD basis set

Structure (ORCA input):
```
! RIJCOSX wB97M-V def2-TZVPD def2/J DEFGRID3
* xyz 1 1
Pb -2.21 1.83 3.04
C -0.46 -0.95 -0.14
C -0.28 0.25 0.78
O -1.34 1.17 0.82
H -0.72 -0.74 -1.18
H -1.18 -1.66 0.28
H 0.50 -1.48 -0.17
H 0.62 0.76 0.40
H -0.11 -0.18 1.77
O 1.64 4.28 2.85
S 0.39 4.56 2.26
O -0.81 3.88 2.70
O 0.19 6.13 2.43
C -1.18 6.69 2.29
C -1.01 8.11 2.89
C 0.33 4.50 0.49
H -1.92 6.08 2.80
H -1.34 6.75 1.21
H -1.99 8.56 2.76
H -0.21 8.60 2.34
H -0.66 8.03 3.92
H 0.34 3.46 0.18
H 1.25 4.93 0.11
H -0.51 5.03 0.05
O 0.06 4.34 -3.45
S -0.50 3.14 -4.02
O -1.85 3.19 -4.48
O 0.41 2.56 -5.21
C 0.73 3.34 -6.37
C 0.25 2.56 -7.58
C -0.21 1.76 -2.95
H 1.78 3.62 -6.48
H 0.18 4.28 -6.30
H -0.82 2.35 -7.50
H 0.70 1.56 -7.54
H 0.41 3.01 -8.56
H 0.73 1.91 -2.43
H -0.12 0.90 -3.61
H -1.05 1.65 -2.28
O 3.25 0.67 -2.50
S 3.74 1.97 -2.16
O 2.74 2.97 -2.06
O 4.58 1.82 -0.80
C 3.84 1.42 0.39
C 4.92 1.27 1.45
C 5.12 2.31 -3.26
H 3.41 0.44 0.17
H 3.11 2.12 0.78
H 5.83 1.85 1.28
H 5.21 0.26 1.74
H 4.61 1.69 2.41
H 4.77 2.07 -4.26
H 5.89 1.59 -2.99
H 5.55 3.30 -3.14
O -1.94 -2.75 4.36
S -2.62 -2.32 3.21
O -2.66 -0.90 2.94
O -2.16 -3.11 1.91
C -0.94 -3.86 1.86
C -1.25 -5.13 1.05
C -4.31 -2.87 3.30
H -0.56 -4.25 2.81
H -0.11 -3.27 1.44
H -2.06 -5.63 1.56
H -0.27 -5.55 0.82
H -1.62 -4.81 0.07
H -4.70 -3.16 2.33
H -4.82 -1.99 3.68
H -4.30 -3.70 3.99
O 2.18 0.96 3.06
S 1.37 0.82 4.21
O -0.07 0.64 4.12
O 1.94 -0.39 5.04
C 2.40 -1.55 4.35
C 1.36 -2.65 4.38
C 1.63 2.09 5.41
H 3.32 -1.94 4.78
H 2.59 -1.43 3.29
H 0.92 -2.84 5.36
H 1.71 -3.61 4.00
H 0.49 -2.48 3.75
H 2.67 2.02 5.69
H 1.04 1.75 6.26
H 1.09 2.98 5.09
O -0.81 -5.51 -2.37
S -1.48 -5.82 -3.58
O -1.96 -7.12 -3.81
O -2.71 -4.78 -3.79
C -2.87 -3.73 -2.81
C -2.11 -2.46 -3.15
C -0.50 -5.35 -5.01
H -2.72 -4.12 -1.81
H -3.93 -3.48 -2.89
H -1.10 -2.40 -2.75
H -2.77 -1.73 -2.65
H -2.05 -2.19 -4.20
H 0.17 -6.19 -5.15
H -0.09 -4.37 -4.77
H -1.04 -5.24 -5.94
O 4.07 -4.67 -0.82
S 3.77 -3.44 -0.18
O 3.20 -3.43 1.12
O 5.09 -2.54 -0.24
C 6.37 -3.11 0.09
C 6.35 -4.05 1.31
C 2.76 -2.45 -1.25
H 7.08 -2.35 0.43
H 6.79 -3.59 -0.80
H 7.39 -4.24 1.58
H 5.86 -5.00 1.16
H 5.88 -3.49 2.12
H 1.83 -3.01 -1.10
H 3.14 -2.52 -2.26
H 2.72 -1.42 -0.90
O -4.41 1.50 1.85
S -5.03 0.55 0.96
O -5.42 -0.71 1.49
O -6.29 1.22 0.27
C -7.43 1.47 1.10
C -8.30 2.52 0.43
C -4.14 0.29 -0.55
H -7.05 1.90 2.03
H -8.09 0.63 1.31
H -9.17 2.69 1.06
H -8.60 2.13 -0.55
H -7.68 3.36 0.13
H -4.57 -0.42 -1.24
H -3.19 -0.14 -0.23
H -3.89 1.27 -0.95
*
```

Largest force on an atom ... 3.1 eV Å⁻¹
Orbital gap ... 0.3138 hartree



No. 2
C26H70BIN2O24P5 | ωB97M-V with the def2-TZVPD basis set

Structure (ORCA input):
```
! RIJCOSX wB97M-V def2-TZVPD def2/J DEFGRID3
* xyz -1 1
C 5.01 5.05 -3.26
C 4.23 3.78 -2.92
O 5.02 2.90 -2.11
C 3.76 3.03 -4.16
N 3.22 1.74 -3.76
C 2.15 1.24 -4.64
C 0.81 1.90 -4.35
O 0.22 1.31 -3.23
B -0.46 2.25 -2.30
I -1.77 0.91 -0.96
C 0.58 3.21 -1.44
C 0.78 2.91 0.06
C 1.52 1.64 0.36
N 2.35 1.16 -0.68
O 1.45 1.09 1.42
C -1.52 3.25 -3.07
C -2.52 2.55 -4.00
C -3.94 3.05 -3.72
O -2.26 2.87 -5.39
H 4.33 5.90 -3.24
H 5.49 5.00 -4.24
H 5.76 5.22 -2.48
H 3.37 4.10 -2.32
H 4.42 2.53 -1.45
H 3.02 3.65 -4.67
H 4.65 2.93 -4.80
H 4.00 1.10 -3.82
H 2.44 1.49 -5.68
H 2.10 0.15 -4.55
H 1.01 2.97 -4.22
H 0.19 1.79 -5.25
H 0.25 4.25 -1.52
H 1.56 3.16 -1.90
H -0.13 2.97 0.65
H 1.45 3.69 0.47
H 2.90 0.41 -0.26
H 1.76 0.74 -1.40
H -0.95 4.02 -3.60
H -2.08 3.74 -2.27
H -2.46 1.46 -3.93
H -4.70 2.40 -4.16
H -4.13 3.15 -2.65
H -4.02 4.05 -4.16
H -1.60 3.57 -5.41
C 5.91 -3.34 0.22
O 5.32 -4.11 1.28
P 4.37 -3.34 2.32
O 5.20 -2.34 3.01
O 4.07 -4.66 3.19
C 5.16 -5.30 3.84
O 2.86 -2.89 2.32
C 2.55 -1.47 2.36
H 6.27 -4.03 -0.54
H 5.18 -2.67 -0.24
H 6.74 -2.75 0.61
H 5.94 -4.58 4.09
H 5.56 -6.09 3.21
H 4.78 -5.75 4.76
H 3.12 -0.92 1.62
H 2.75 -1.08 3.35
H 1.50 -1.36 2.13
C 4.15 0.64 -12.14
O 3.20 1.31 -11.30
P 2.53 0.47 -10.10
O 1.77 -0.63 -10.71
O 1.62 1.67 -9.58
C 0.63 2.21 -10.45
O 2.96 0.07 -8.63
C 3.14 -1.32 -8.31
H 4.70 1.40 -12.69
H 4.86 0.06 -11.55
H 3.63 -0.01 -12.84
H 0.26 1.46 -11.15
H 1.04 3.06 -11.00
H -0.19 2.56 -9.83
H 3.76 -1.82 -9.04
H 2.17 -1.81 -8.24
H 3.62 -1.37 -7.34
C -9.46 1.65 1.89
O -8.14 1.88 1.39
P -7.51 0.79 0.38
O -7.43 -0.48 1.13
O -6.14 1.56 0.18
C -5.29 1.78 1.31
O -7.64 0.47 -1.17
C -8.22 -0.78 -1.57
H -9.84 2.58 2.30
H -10.13 1.32 1.10
H -9.43 0.90 2.68
H -5.41 0.99 2.06
H -5.51 2.75 1.76
H -4.27 1.78 0.96
H -9.16 -0.97 -1.06
H -7.52 -1.59 -1.37
H -8.40 -0.72 -2.64
C 7.89 -4.45 7.57
O 8.54 -5.33 8.52
P 9.21 -6.67 7.96
O 8.12 -7.50 7.38
O 9.73 -7.16 9.39
C 8.76 -7.43 10.40
O 10.58 -7.05 7.25
C 10.54 -7.55 5.90
H 7.76 -3.49 8.05
H 8.50 -4.33 6.68
H 6.92 -4.86 7.30
H 7.82 -7.76 9.98
H 8.61 -6.54 11.02
H 9.17 -8.22 11.03
H 9.92 -6.93 5.26
H 10.16 -8.57 5.91
H 11.56 -7.55 5.54
C -10.37 0.25 8.80
O -10.50 0.40 7.37
P -11.26 1.71 6.81
O -12.63 1.57 7.36
O -11.07 1.29 5.28
C -11.59 0.04 4.83
O -11.10 3.27 6.47
C -11.86 4.21 7.23
H -9.61 -0.50 8.98
H -10.06 1.19 9.27
H -11.32 -0.07 9.22
H -12.46 -0.27 5.41
H -10.81 -0.72 4.90
H -11.88 0.15 3.79
H -11.78 4.04 8.30
H -12.90 4.17 6.92
H -11.46 5.20 6.99
*
```

Largest force on an atom ... 5.4 eV Å⁻¹
Orbital gap ... 0.2396 hartree